114
Properties=species:S:1:pos:R:3:forces:R:3 method="wB97M-V/def2-TZVPD" homo_ev=-4.284 total_energy_ha=-2311.39308 de_lowest_kj_mol=203.9 charge=-1
C 1.01841 -0.31529 -1.00950 1.35 -3.18 -0.97
O 0.57052 -0.48455 0.31164 -1.03 1.98 2.31
O 1.41670 -1.58184 -1.38327 -0.87 2.91 -0.58
C -0.10586 0.43461 -1.88256 0.90 -1.47 0.45
F -0.28322 1.69130 -1.39618 -0.16 -0.04 -0.45
F 0.20093 0.55086 -3.22034 -0.09 0.20 1.20
F -1.29087 -0.20543 -1.82023 0.07 0.36 -0.10
C 0.76322 0.57690 1.30579 -0.78 -1.04 -0.68
C 0.13091 0.05882 2.57362 0.93 -0.63 0.19
H -0.93043 -0.16790 2.47237 0.07 0.32 0.13
H 0.66915 -0.86054 2.80421 -0.29 -0.39 -0.04
H 0.40796 0.69539 3.41393 -0.56 0.40 0.10
H 0.29369 1.52802 1.05476 0.02 0.11 -0.53
H 1.81272 0.76046 1.53591 0.39 -0.05 -0.44
H 1.84370 0.39483 -0.95727 0.55 0.81 -0.30
C -0.24593 -2.14227 -4.61308 0.90 0.70 -0.45
C -0.97329 -3.43345 -4.32978 -0.52 1.90 0.39
O -0.02224 -4.37973 -4.01320 0.41 -1.44 0.16
H 0.53113 -1.89421 -3.89006 -0.30 -0.56 0.81
H -0.85384 -1.23759 -4.62326 -0.35 -0.27 -0.34
H 0.37624 -2.19355 -5.50660 -0.42 -0.10 -0.60
H -1.64265 -3.76493 -5.12362 0.06 0.05 -0.53
H -1.62476 -3.22899 -3.48014 -0.16 -0.08 0.38
H -0.52557 -5.09592 -3.61910 0.43 -0.34 0.16
C -3.23433 -2.17731 2.71192 0.12 -1.41 -0.09
C -3.39713 -3.68432 2.96198 -0.37 -0.02 0.34
O -2.65836 -4.50728 2.08328 0.40 0.37 -0.43
H -3.51855 -2.00142 1.67443 0.09 0.38 0.06
H -2.20636 -1.86564 2.89694 -0.11 0.06 -0.13
H -3.91608 -1.68703 3.40687 0.04 0.26 -0.12
H -4.44827 -3.94950 2.84855 -0.36 0.17 0.08
H -3.12385 -3.93981 3.98577 0.08 0.18 0.33
H -2.89389 -5.41933 2.26848 0.07 -0.01 -0.02
C -4.70060 -1.32273 -1.18734 0.27 -0.94 -0.51
C -5.78196 -1.59388 -2.22661 0.58 -0.25 0.30
O -6.23830 -0.33469 -2.69286 -0.72 0.26 0.05
H -5.07721 -0.73126 -0.35282 0.16 0.26 -0.28
H -3.83460 -0.91332 -1.70746 -0.12 0.72 0.28
H -4.27790 -2.24464 -0.78793 -0.30 -0.31 0.11
H -6.58961 -2.21180 -1.83422 -0.25 0.21 0.24
H -5.39890 -2.14887 -3.08296 0.33 -0.09 -0.01
H -7.19170 -0.37377 -2.79823 0.03 0.13 -0.11
C -0.73315 3.25169 5.41213 -0.64 -0.68 0.35
C 0.14285 2.45420 6.38227 0.08 0.61 -1.05
O 1.35821 3.18105 6.52504 -0.38 -0.20 1.14
H -1.75848 2.88362 5.44859 -0.18 -0.08 -0.09
H -0.41657 3.16727 4.37254 0.23 0.18 0.05
H -0.76308 4.28727 5.75092 0.15 0.04 -0.18
H 0.38325 1.45414 6.02143 -0.22 -0.18 -0.21
H -0.40890 2.31693 7.31223 0.49 0.35 0.35
H 1.80879 3.09828 5.68140 0.51 -0.07 -0.28
C -2.39192 2.15463 -4.61171 -0.09 -0.34 -0.72
C -3.21751 1.04685 -4.01528 -0.60 0.45 1.01
O -4.57983 1.18806 -4.41323 0.19 0.60 -0.75
H -2.69824 3.11649 -4.20051 -0.13 0.01 -0.18
H -2.58208 2.09738 -5.68346 0.26 0.51 -0.20
H -1.32785 2.02687 -4.41286 -0.07 -0.14 -0.03
H -3.14077 1.23412 -2.94423 -0.07 -0.72 0.33
H -2.88542 0.04350 -4.28193 0.38 0.03 0.11
H -5.18604 0.81635 -3.76830 0.14 -0.32 0.31
C -2.73802 2.56066 0.39646 -0.04 -0.88 1.24
C -3.50410 1.44129 1.16214 0.53 1.76 -0.98
O -4.86070 1.67962 0.89739 -1.13 -0.23 0.04
H -2.95059 2.49707 -0.67073 0.45 -0.18 0.06
H -1.70507 2.39740 0.70377 0.30 0.09 -0.82
H -2.97184 3.57334 0.72497 -0.45 -0.12 0.22
H -3.33885 1.53363 2.23557 0.38 -0.24 0.13
H -3.19485 0.47581 0.76175 0.19 -0.16 0.21
H -5.36597 1.04319 1.40854 -0.25 -0.02 -0.04
C 2.84584 3.80804 -2.26895 0.04 -0.01 0.82
C 3.29326 3.41785 -0.79654 -1.06 1.43 -1.16
O 4.32682 4.27838 -0.33894 1.27 -0.57 0.11
H 3.63627 4.13109 -2.94642 0.72 -0.76 0.30
H 2.25670 4.72398 -2.31449 -0.59 -0.11 0.60
H 2.28325 2.99703 -2.73141 -0.04 0.04 0.01
H 3.55034 2.36121 -0.72223 0.72 0.21 -0.16
H 2.47376 3.52957 -0.08659 -0.54 -0.06 -0.29
H 4.03711 5.14286 -0.03836 -0.57 -0.25 -0.20
C 4.99939 -1.23614 -0.79649 0.62 0.06 -0.41
C 4.51047 -1.95604 0.45473 0.98 1.31 -0.49
O 3.55568 -2.84465 0.07751 -0.51 -1.58 0.55
H 5.30980 -1.97347 -1.53682 0.14 -0.17 0.06
H 5.84433 -0.56805 -0.62962 0.09 0.17 0.16
H 4.21297 -0.68548 -1.31265 -0.28 0.08 0.31
H 4.11861 -1.21385 1.15021 -0.08 0.25 0.43
H 5.33156 -2.46543 0.95914 0.12 -0.16 0.00
H 2.82824 -2.30063 -0.23308 -1.41 0.04 -0.92
C 2.42852 4.96629 3.31574 -0.31 -0.22 -1.56
C 2.50129 3.44769 3.06266 -0.62 0.87 -0.58
O 2.94743 2.82931 4.21336 0.51 -1.18 1.50
H 3.41316 5.41999 3.20286 0.10 0.02 0.58
H 1.90102 5.22931 4.23261 0.42 -0.28 0.22
H 1.83996 5.43950 2.52976 -0.13 -0.01 -0.26
H 3.12710 3.11280 2.23544 0.15 0.62 -0.32
H 1.52529 3.01956 2.83416 -0.22 0.18 0.15
H 3.89692 2.94931 4.28866 0.05 -0.03 0.12
C 0.54926 -4.04294 4.44545 -1.18 -0.26 0.08
C 1.25830 -5.26669 3.93573 0.53 -0.35 0.33
O 1.52606 -5.20642 2.56948 0.19 0.52 -1.03
H 1.11274 -3.11613 4.33771 0.01 -0.17 -0.11
H 0.23656 -4.18006 5.48059 0.56 -0.03 0.35
H -0.43134 -3.96167 3.97650 0.13 0.31 -0.61
H 0.70582 -6.20028 4.04194 -0.43 0.03 0.96
H 2.21599 -5.35175 4.44925 0.10 -0.18 0.47
H 2.14119 -5.92442 2.40305 0.06 0.14 -0.42
C 3.39720 0.34693 -4.60669 -0.85 -0.62 -0.62
C 3.80553 -0.72144 -5.64106 -0.05 1.79 0.98
O 4.69976 -1.57624 -4.97381 0.05 -0.69 -0.62
H 3.03274 1.22590 -5.13836 0.01 0.19 0.13
H 4.18135 0.61586 -3.89896 0.16 -0.11 -0.28
H 2.55823 -0.07928 -4.05663 0.07 0.21 0.36
H 4.27663 -0.22354 -6.48856 0.31 -0.05 -0.26
H 2.90781 -1.21204 -6.01723 -0.05 -0.32 0.10
H 4.80876 -2.30471 -5.58948 0.35 -0.42 0.30